{"formula": "C8H15Cl6MgO2", "method": "ωB97M-V/def2-TZVPD", "species": ["Mg", "C", "C", "O", "O", "H", "H", "H", "Cl", "C", "C", "Cl", "H", "H", "H", "H", "Cl", "C", "C", "Cl", "H", "H", "H", "H", "Cl", "C", "C", "Cl", "H", "H", "H", "H"], "xyz": [[0.595, 5.160, 3.415], [-1.364, -0.414, 1.768], [-0.878, 0.992, 2.021], [-0.090, 1.199, 2.927], [-1.299, 2.076, 1.460], [-1.663, -0.505, 0.724], [-2.267, -0.583, 2.354], [-0.534, -1.085, 1.989], [2.437, -1.046, -2.663], [1.278, -1.413, -3.870], [0.977, -2.934, -3.817], [2.309, -3.908, -4.537], [1.652, -1.180, -4.867], [0.503, -0.649, -3.814], [0.123, -3.136, -4.464], [0.616, -3.297, -2.854], [-6.644, 2.418, -2.891], [-5.262, 2.375, -3.992], [-4.571, 3.743, -4.018], [-3.205, 3.472, -5.083], [-5.631, 2.003, -4.947], [-4.557, 1.689, -3.522], [-4.236, 4.089, -3.040], [-5.279, 4.448, -4.456], [4.110, -3.514, 4.735], [4.827, -1.913, 5.031], [4.500, -1.491, 6.490], [5.126, 0.149, 6.835], [4.349, -1.270, 4.292], [5.912, -1.956, 4.932], [4.756, -2.091, 7.363], [3.412, -1.426, 6.498]], "lowdin_charge": [1.054, 0.039, -0.650, 0.131, 0.128, 0.093, 0.103, 0.102, 0.579, -0.723, -0.651, 0.535, 0.065, 0.067, 0.059, 0.068, 0.547, -0.713, -0.683, 0.578, 0.072, 0.054, 0.071, 0.073, 0.549, -0.657, -0.666, 0.518, 0.061, 0.069, 0.071, 0.054], "charge": 1, "spin_multiplicity": 1, "e_above_lowest_kj_mol": 753.3, "homo_ev": -12.16, "orbital_gap_ev": 3.02}

---

{"formula": "C39H35AsCl2N5NaO2S3", "method": "ωB97M-V/def2-TZVPD", "species": ["Na", "N", "C", "C", "C", "C", "C", "C", "S", "N", "C", "C", "C", "C", "C", "C", "N", "H", "H", "H", "H", "H", "H", "H", "H", "H", "S", "C", "C", "C", "C", "C", "C", "N", "C", "C", "C", "C", "C", "C", "C", "H", "H", "H", "H", "H", "H", "H", "H", "Cl", "C", "C", "C", "Cl", "C", "O", "C", "C", "O", "C", "H", "H", "H", "S", "C", "N", "C", "C", "As", "C", "C", "C", "C", "H", "H", "H", "H", "H", "H", "H", "H", "H", "H", "H", "H", "H", "H", "H"], "xyz": [[0.155, -1.825, -1.442], [-0.455, 3.167, 1.921], [-1.678, 2.863, 2.539], [-1.731, 2.582, 3.895], [-2.940, 2.265, 4.499], [-4.097, 2.195, 3.742], [-4.041, 2.467, 2.378], [-2.847, 2.836, 1.781], [-2.796, 3.298, 0.080], [-1.167, 3.082, -0.346], [-0.267, 3.067, 0.548], [1.172, 2.977, 0.146], [1.879, 1.799, 0.346], [3.227, 1.788, 0.013], [3.797, 2.941, -0.499], [2.992, 4.059, -0.667], [1.703, 4.099, -0.349], [0.368, 2.946, 2.461], [-0.813, 2.588, 4.471], [-2.965, 2.040, 5.557], [-5.038, 1.919, 4.199], [-4.934, 2.395, 1.768], [1.388, 0.895, 0.702], [3.801, 0.879, 0.145], [4.838, 2.971, -0.789], [3.407, 4.974, -1.080], [-0.422, 2.694, -3.730], [-1.926, 1.972, -3.299], [-3.218, 2.463, -3.457], [-4.270, 1.676, -3.028], [-4.041, 0.423, -2.452], [-2.758, -0.064, -2.290], [-1.686, 0.723, -2.715], [-0.349, 0.361, -2.615], [0.430, 1.275, -3.093], [1.898, 1.243, -3.191], [2.562, 2.334, -3.756], [3.935, 2.375, -3.896], [4.684, 1.293, -3.440], [4.070, 0.200, -2.867], [2.671, 0.143, -2.739], [-3.393, 3.436, -3.900], [-5.286, 2.038, -3.137], [-4.880, -0.182, -2.132], [-2.575, -1.045, -1.869], [1.983, 3.186, -4.093], [4.413, 3.240, -4.338], [5.765, 1.310, -3.521], [4.644, -0.629, -2.483], [6.897, -2.647, 1.339], [5.212, -2.180, 1.090], [4.483, -1.699, 2.149], [3.157, -1.339, 1.901], [2.216, -0.750, 3.268], [2.495, -1.464, 0.661], [1.249, -1.206, 0.506], [3.338, -1.913, -0.444], [2.755, -2.105, -1.758], [2.039, -0.890, -2.225], [4.665, -2.261, -0.188], [4.908, -1.604, 3.138], [3.482, -2.383, -2.524], [5.289, -2.594, -1.011], [-3.679, -5.155, -2.358], [-2.448, -4.051, -2.355], [-1.586, -3.262, -2.354], [-4.412, -1.741, 1.284], [-3.536, -2.974, 1.087], [-1.632, -2.508, 0.888], [-0.952, -4.352, 0.999], [0.569, -4.445, 0.932], [-1.256, -2.000, 2.753], [-1.261, -0.490, 2.942], [-5.474, -2.001, 1.310], [-4.264, -1.024, 0.473], [-4.173, -1.224, 2.217], [-3.818, -3.515, 0.180], [-3.636, -3.667, 1.928], [-1.417, -4.894, 0.172], [-1.330, -4.782, 1.933], [0.961, -4.074, -0.017], [0.897, -5.483, 1.041], [1.049, -3.856, 1.716], [-0.262, -2.389, 2.981], [-1.977, -2.498, 3.410], [-0.517, -0.045, 2.278], [-1.005, -0.213, 3.969], [-2.237, -0.052, 2.714]], "lowdin_charge": [0.140, 0.139, -0.262, -0.052, -0.108, -0.110, -0.115, -0.464, 0.964, -0.197, -0.372, -0.234, 0.018, -0.028, -0.068, -0.159, 0.125, 0.141, 0.116, 0.097, 0.094, 0.102, 0.095, 0.113, 0.100, 0.096, 1.075, -0.502, -0.124, -0.121, -0.089, -0.003, -0.290, 0.135, -0.450, -0.133, -0.089, -0.122, -0.101, -0.003, -0.233, 0.099, 0.092, 0.099, 0.068, 0.066, 0.089, 0.098, 0.098, 0.541, -0.702, -0.197, -0.586, 0.641, -0.469, -0.190, -0.208, -0.122, -0.117, -0.114, 0.081, 0.064, 0.095, 0.328, -1.022, 0.023, -0.186, -0.444, 1.241, -0.426, -0.164, -0.432, -0.212, 0.058, 0.048, 0.046, 0.020, 0.058, 0.044, 0.060, 0.055, 0.063, 0.057, 0.034, 0.061, 0.037, 0.060, 0.043], "charge": -2, "spin_multiplicity": 1, "e_above_lowest_kj_mol": 71.6, "homo_ev": -0.79, "orbital_gap_ev": 4.59}

---

{"formula": "C29H84BeNO14", "method": "ωB97M-V/def2-TZVPD", "species": ["Be", "C", "C", "C", "C", "C", "C", "N", "O", "C", "C", "C", "H", "H", "H", "H", "H", "H", "H", "H", "H", "H", "H", "H", "H", "H", "H", "H", "H", "H", "C", "C", "O", "H", "H", "H", "H", "H", "H", "C", "C", "O", "H", "H", "H", "H", "H", "H", "C", "C", "O", "H", "H", "H", "H", "H", "H", "C", "C", "O", "H", "H", "H", "H", "H", "H", "O", "H", "H", "O", "H", "H", "O", "H", "H", "O", "H", "H", "O", "H", "H", "C", "C", "C", "O", "H", "H", "H", "H", "H", "H", "H", "H", "C", "C", "C", "O", "H", "H", "H", "H", "H", "H", "H", "H", "C", "C", "C", "O", "H", "H", "H", "H", "H", "H", "H", "H", "C", "C", "C", "O", "H", "H", "H", "H", "H", "H", "H", "H"], "xyz": [[5.985, 3.167, 0.669], [-0.876, 2.440, 1.957], [-1.212, 0.981, 1.812], [-2.366, 0.879, 0.723], [-2.598, -0.553, 0.312], [-1.311, -1.277, 0.010], [-0.201, -1.357, 1.101], [-0.042, 0.018, 1.573], [0.982, 0.195, 2.533], [1.149, -1.895, 0.407], [-0.526, -2.335, 2.259], [-2.042, 0.508, 3.158], [-0.444, 2.808, 1.026], [-0.231, 2.493, 2.834], [-1.682, 3.146, 2.158], [-2.100, 1.437, -0.175], [-3.337, 1.279, 1.016], [-3.278, -0.636, -0.535], [-3.061, -1.129, 1.113], [-0.923, -0.779, -0.879], [-1.395, -2.306, -0.340], [1.408, -1.100, -0.292], [0.946, -2.880, -0.013], [2.008, -2.120, 1.039], [0.365, -2.421, 2.880], [-0.702, -3.393, 2.066], [-1.271, -1.907, 2.930], [-2.697, -0.338, 2.951], [-2.663, 1.347, 3.473], [-1.417, 0.242, 4.011], [-2.793, -10.207, 0.600], [-3.121, -11.536, -0.132], [-3.125, -12.666, 0.739], [-3.411, -10.016, 1.478], [-2.966, -9.352, -0.054], [-1.711, -10.166, 0.720], [-2.350, -11.761, -0.868], [-4.150, -11.556, -0.490], [-2.967, -12.290, 1.608], [-2.744, -0.519, 12.403], [-2.957, -0.822, 13.917], [-1.906, -1.699, 14.279], [-3.436, 0.258, 12.079], [-2.893, -1.375, 11.745], [-1.772, -0.124, 12.109], [-3.821, -1.445, 14.148], [-2.985, 0.068, 14.545], [-2.104, -1.918, 15.193], [0.927, 4.986, -4.569], [1.609, 3.677, -4.568], [2.129, 3.487, -3.299], [0.008, 4.908, -3.989], [0.741, 5.367, -5.573], [1.574, 5.690, -4.046], [2.447, 3.824, -5.250], [1.079, 2.757, -4.814], [1.463, 3.206, -2.668], [-11.240, -6.163, 0.227], [-10.125, -5.471, 0.885], [-10.560, -4.306, 1.598], [-11.050, -7.167, -0.152], [-11.771, -5.635, -0.566], [-12.082, -6.280, 0.909], [-9.255, -5.027, 0.402], [-9.615, -6.114, 1.603], [-10.786, -3.618, 0.968], [8.026, -0.528, -2.094], [8.807, -1.074, -2.182], [7.494, -0.745, -2.860], [3.555, 2.287, 9.086], [3.277, 1.768, 9.840], [3.301, 1.763, 8.326], [8.262, -0.200, 3.963], [8.990, -0.116, 4.579], [7.720, -0.901, 4.325], [5.848, 5.193, 5.475], [5.335, 5.996, 5.569], [5.580, 4.650, 6.216], [4.741, 7.815, -0.246], [3.971, 8.197, 0.175], [5.014, 8.471, -0.887], [12.991, -7.085, -0.773], [11.561, -6.763, -1.021], [11.012, -5.974, 0.108], [11.384, -5.916, -2.183], [13.077, -7.489, 0.236], [13.522, -6.134, -0.802], [13.433, -7.745, -1.519], [10.904, -7.626, -1.128], [9.961, -5.693, 0.189], [11.610, -5.076, 0.264], [11.123, -6.586, 1.003], [11.672, -6.367, -2.980], [-9.032, 1.651, -5.126], [-10.549, 1.698, -5.004], [-11.003, 1.166, -3.659], [-10.985, 3.032, -5.091], [-8.598, 2.377, -4.438], [-8.733, 1.862, -6.152], [-8.611, 0.655, -4.987], [-11.020, 1.036, -5.731], [-10.292, 1.424, -2.873], [-10.945, 0.084, -3.778], [-12.005, 1.497, -3.386], [-11.742, 3.066, -5.681], [5.287, -1.959, -7.900], [6.246, -1.009, -8.648], [5.781, -0.672, -10.118], [6.397, 0.211, -7.956], [4.321, -1.518, -7.658], [5.892, -2.382, -7.098], [5.104, -2.862, -8.484], [7.234, -1.463, -8.717], [4.829, -0.146, -10.038], [5.701, -1.610, -10.667], [6.463, -0.013, -10.655], [7.177, 0.528, -8.418], [-2.495, 12.443, 0.056], [-1.248, 12.380, -0.927], [-1.479, 13.272, -2.134], [-0.144, 12.742, -0.208], [-3.414, 12.244, -0.496], [-2.468, 13.435, 0.507], [-2.477, 11.782, 0.922], [-1.096, 11.387, -1.350], [-2.518, 13.050, -2.378], [-0.898, 12.920, -2.986], [-1.419, 14.361, -2.147], [-0.182, 13.700, -0.177]], "lowdin_charge": [0.140, -0.033, -0.370, -0.130, -0.193, -0.135, -0.437, 0.121, 0.135, 0.017, 0.008, 0.021, 0.098, 0.093, 0.108, 0.124, 0.137, 0.132, 0.108, 0.126, 0.133, 0.091, 0.097, 0.090, 0.092, 0.111, 0.069, 0.068, 0.098, 0.092, -0.090, -0.302, -0.093, 0.074, 0.063, 0.071, 0.107, 0.105, 0.064, -0.082, -0.303, -0.099, 0.062, 0.066, 0.066, 0.107, 0.105, 0.078, -0.101, -0.364, -0.082, 0.072, 0.080, 0.085, 0.117, 0.115, 0.077, -0.101, -0.333, -0.097, 0.078, 0.074, 0.083, 0.108, 0.111, 0.076, -0.058, 0.030, 0.026, -0.054, 0.031, 0.023, -0.055, 0.030, 0.024, -0.055, 0.028, 0.025, -0.059, 0.026, 0.029, -0.062, -0.516, -0.084, -0.061, 0.084, 0.090, 0.083, 0.136, 0.081, 0.089, 0.079, 0.080, -0.061, -0.523, -0.069, -0.041, 0.084, 0.075, 0.076, 0.134, 0.075, 0.076, 0.082, 0.093, -0.051, -0.495, -0.051, -0.054, 0.082, 0.072, 0.072, 0.125, 0.076, 0.071, 0.069, 0.084, -0.045, -0.514, -0.068, -0.038, 0.066, 0.075, 0.067, 0.133, 0.070, 0.077, 0.084, 0.093], "charge": 1, "spin_multiplicity": 1, "homo_ev": -9.53, "orbital_gap_ev": 2.20}

---

{"formula": "C5H7N", "method": "ωB97M-V/def2-TZVPD", "species": ["C", "C", "C", "C", "C", "N", "H", "H", "H", "H", "H", "H", "H"], "xyz": [[-0.781, 1.973, -0.143], [-0.127, 0.628, -0.210], [-0.522, -0.465, -0.944], [-0.007, -1.622, -0.314], [0.740, -1.215, 0.759], [0.706, 0.154, 0.770], [-0.801, 2.402, 0.855], [-1.817, 1.854, -0.444], [-0.282, 2.700, -0.787], [-1.190, -0.460, -1.795], [-0.165, -2.645, -0.618], [1.268, -1.831, 1.462], [0.912, 0.671, 1.610]], "lowdin_charge": [-0.037, -0.331, -0.077, -0.113, -0.139, 0.039, 0.070, 0.076, 0.073, 0.100, 0.090, 0.100, 0.148], "spin_multiplicity": 1, "e_above_lowest_kj_mol": 24.8, "homo_ev": -7.95, "smiles": "Cc1ccc[nH]1", "orbital_gap_ev": 9.01}